The following is a DFT calculation (ωB97M-V with the def2-TZVPD basis set) of the ion C12H6ClN4O6 with charge -1 at a distorted geometry.

SMILES: O=[N+]([O-])C1=CC(=[N+]([O-])[O-])[C@H](Oc2ccc(Cl)cc2)c2nonc21
electronic energy: -43302.4130 eV
charge: -1

Cartesian coordinates (Å):
Cl: -0.935 -3.699 0.303
C: 0.228 -2.496 0.750
C: 0.108 -1.890 2.014
C: 1.024 -0.909 2.378
C: 2.124 -0.559 1.539
O: 3.055 0.233 2.032
C: 2.185 -1.159 0.254
C: 1.255 -2.128 -0.118
H: -0.684 -2.169 2.699
H: 0.973 -0.410 3.323
H: 2.977 -0.880 -0.428
H: 1.303 -2.628 -1.091
O: 5.771 1.039 -3.596
N: 6.156 0.470 -2.560
O: 7.086 -0.366 -2.562
C: 5.548 0.762 -1.270
C: 6.009 0.028 -0.156
C: 5.511 0.240 1.136
N: 6.088 -0.361 2.293
O: 6.946 -1.264 2.156
O: 5.735 0.065 3.403
C: 4.337 1.152 1.375
C: 3.961 1.969 0.206
N: 3.202 3.071 0.261
O: 3.332 3.586 -1.074
N: 4.175 2.844 -1.857
C: 4.592 1.825 -1.056
H: 6.790 -0.725 -0.302
H: 4.506 1.868 2.248

Cartesian forces (eV/Å) of the 6 atoms listed first:
Cl -0.183 -0.302 -0.214
C 0.446 0.717 0.765
C 0.598 0.296 -0.718
C 0.753 -0.140 -0.786
C -0.562 -1.020 -1.394
O 1.579 2.105 0.522

***

The following is a DFT calculation (ωB97M-V with the def2-TZVPD basis set) of a structure of composition C12H7BrN2O9S3Zr.

electronic energy: -137798.2558 eV

Cartesian coordinates (Å):
Zr: -0.278 0.322 -0.174
Br: 2.557 2.307 2.118
C: 3.070 0.817 1.088
C: 4.433 0.547 1.001
C: 4.844 -0.570 0.306
C: 3.886 -1.379 -0.293
C: 2.569 -1.001 -0.179
N: 2.138 0.068 0.518
C: 1.462 -1.705 -0.929
O: 1.287 -2.896 -0.884
O: 0.733 -0.804 -1.553
H: 5.136 1.211 1.481
H: 5.897 -0.804 0.224
H: 4.139 -2.268 -0.851
O: -1.162 1.453 -1.796
S: -0.195 2.595 -1.779
O: 0.165 3.149 -3.036
O: 0.916 2.062 -0.954
C: -1.070 3.849 -0.848
C: -1.056 5.111 -1.414
C: -1.765 6.159 -0.837
C: -2.502 5.941 0.307
C: -2.517 4.678 0.892
C: -1.812 3.629 0.331
S: -1.814 2.120 1.298
O: -0.356 1.781 1.366
O: -2.452 2.395 2.536
O: -2.358 0.995 0.505
H: -0.498 5.261 -2.327
H: -1.739 7.138 -1.295
H: -3.062 6.746 0.762
H: -3.067 4.501 1.805
O: -1.684 -1.411 -0.500
S: -1.329 -1.985 0.850
N: -0.329 -1.122 1.524

Cartesian forces (eV/Å) of the 6 atoms listed first:
Zr 0.653 -0.125 -0.419
Br 0.047 -0.005 -0.027
C 0.016 -0.002 0.315
C -0.096 -0.004 0.019
C -0.066 -0.058 -0.046
C 0.024 0.053 0.170

***

The following is a DFT calculation (ωB97M-V with the def2-TZVPD basis set) of a structure of composition C12H7Cl2O6S3Tc at a distorted geometry.

spin multiplicity: 4
electronic energy: -84576.9599 eV
charge: +1

Cartesian coordinates (Å):
Tc: 0.567 -0.088 0.174
Cl: 1.545 1.064 -1.599
C: 2.864 1.951 -0.884
C: 3.367 3.043 -1.557
C: 4.415 3.742 -0.981
C: 4.950 3.337 0.231
C: 4.440 2.228 0.888
Cl: 5.120 1.735 2.379
C: 3.359 1.515 0.346
S: 2.689 0.145 1.182
H: 2.955 3.339 -2.513
H: 4.818 4.610 -1.484
H: 5.769 3.880 0.682
O: 0.167 1.507 2.817
S: -1.242 1.832 2.657
O: -1.613 1.480 1.009
O: -0.474 1.597 0.205
C: -2.204 0.461 3.381
C: -2.855 0.901 4.524
C: -3.550 0.019 5.343
C: -3.612 -1.323 5.017
C: -2.987 -1.775 3.863
C: -2.287 -0.895 3.045
S: -1.474 -1.775 1.713
O: -2.108 -0.976 0.448
O: -0.037 -1.271 1.718
O: -1.092 -1.030 -0.559
H: -2.798 1.954 4.779
H: -4.038 0.388 6.234
H: -4.138 -2.019 5.656
H: -3.037 -2.822 3.587

Cartesian forces (eV/Å) of the 6 atoms listed first:
Tc -1.030 0.715 1.258
Cl 0.046 0.156 -1.204
C 0.681 0.321 0.621
C -0.187 -0.016 -0.263
C 0.025 -0.024 0.022
C 0.011 -0.065 0.078

***

The following is a DFT calculation (ωB97M-V with the def2-TZVPD basis set) of a structure of composition C12H7CoN2O5 at a distorted geometry.

spin multiplicity: 4
electronic energy: -63391.6297 eV
charge: +1

Cartesian coordinates (Å):
O: 2.827 -2.426 -3.271
C: 2.255 -1.473 -3.004
Co: 1.130 1.465 -1.736
O: 3.254 -0.160 -0.665
C: 2.344 0.462 -1.017
C: 0.866 2.636 -0.463
O: 0.856 3.418 0.377
C: -0.564 1.296 -2.459
O: -1.609 1.845 -2.454
C: 1.876 2.387 -3.030
O: 2.392 2.892 -3.903
H: -0.037 0.545 -3.085
N: -2.295 0.706 1.606
C: -1.643 1.338 0.575
N: -0.612 0.621 0.157
C: -0.553 -0.525 0.910
C: 0.354 -1.591 0.915
C: 0.174 -2.580 1.877
C: -0.885 -2.547 2.786
C: -1.806 -1.512 2.781
C: -1.622 -0.505 1.838
H: -3.112 1.151 2.034
H: -1.978 2.298 0.161
H: 1.131 -1.537 0.155
H: 0.872 -3.428 1.899
H: -0.974 -3.366 3.518
H: -2.642 -1.409 3.499

Cartesian forces (eV/Å) of the 6 atoms listed first:
O -1.371 2.335 0.692
C 1.228 -2.560 -1.056
Co -1.856 -0.546 0.903
O -2.648 1.915 -0.640
C 5.226 -3.401 1.869
C 0.983 4.589 4.502